1.
A gas-phase ion, C2H3INO3 (charge +1) in a non-equilibrium geometry, computed with the ωB97M-V functional and the def2-TZVPD basis.

Structure (XYZ):
```
10
Properties=species:S:1:pos:R:3
C 0.220 0.465 -0.533
C 0.452 -0.694 0.401
N -2.122 0.839 0.187
O 0.964 1.006 -1.281
O 1.664 -0.767 0.958
O -1.389 0.833 -0.808
I 3.343 -0.752 -0.080
H 0.108 -1.729 0.035
H -0.315 -0.560 1.229
H -2.924 1.360 -0.109
```

Output
* largest force on an atom: 5.7 eV/A
* Kohn-Sham gap (alpha / beta): 5.0779 / 5.0790 eV
* LUMO level (alpha / beta): -8.243 / -8.242 eV
* relative energy (zero: lowest compared OMol25 entry of this formula, charge and spin): 32.43 kcal/mol
* spin multiplicity: 1
* calculated total energy: -655.6833 Eh
* HOMO (alpha / beta): -13.3 / -13.3 eV
* total charge: +1
* molecular weight: 215.95 g/mol

=====

2.
C2H3IO in the gas phase in a non-equilibrium geometry, computed with the ωB97M-V functional and the def2-TZVPD basis.

Structure (XYZ):
```
7
Properties=species:S:1:pos:R:3
C -0.118 0.158 -0.001
C -1.359 0.933 0.089
O -1.393 2.117 0.859
I -3.077 0.261 -0.869
H -0.257 -0.813 0.479
H 0.679 0.700 0.504
H 0.145 -0.029 -1.041
```

Output
* largest force on an atom: 9.7 eV/A
* Kohn-Sham gap: 9.8128 eV
* LUMO level: -0.191 eV
* relative energy (zero: lowest compared OMol25 entry of this formula, charge and spin): 26.99 kcal/mol
* spin multiplicity: 1
* calculated total energy: -450.8858 Eh
* SMILES: CC(=O)I
* HOMO: -10.0 eV
* total charge: 0
* molecular weight: 169.95 g/mol

=====

3.
A molecular structure, C2H3IO3 in a non-equilibrium geometry, computed with the ωB97M-V functional and the def2-TZVPD basis.

Structure (XYZ):
```
9
Properties=species:S:1:pos:R:3
C 0.061 0.008 -0.359
C -1.388 0.136 0.048
O 0.786 0.973 0.093
O 0.509 -0.780 -1.130
O 2.352 -1.265 0.624
I 2.665 0.357 0.053
H -1.939 -0.831 -0.098
H -1.208 0.360 1.205
H -1.838 1.043 -0.435
```

Output
* largest force on an atom: 3.6 eV/A
* Kohn-Sham gap: 8.1734 eV
* LUMO level: -0.981 eV
* relative energy (zero: lowest compared OMol25 entry of this formula, charge and spin): 19.30 kcal/mol
* spin multiplicity: 1
* calculated total energy: -601.2803 Eh
* HOMO: -9.2 eV
* total charge: 0
* molecular weight: 201.95 g/mol

=====

4.
A molecular structure, C2H3Li2O3, computed with the ωB97M-V functional and the def2-TZVPD basis.

Structure (XYZ):
```
10
Properties=species:S:1:pos:R:3
O 1.247 1.163 -0.558
C 0.824 1.054 0.583
C -0.153 -0.007 0.989
O -0.954 -0.331 -0.059
O -0.431 -1.624 -2.649
Li -1.545 -1.629 -1.111
Li 0.210 -0.042 -1.792
H 1.056 1.837 1.333
H -0.712 0.420 1.855
H 0.459 -0.841 1.408
```

Output
* largest force on an atom: 0.8 eV/A
* Kohn-Sham gap (alpha / beta): 9.3612 / 8.7485 eV
* LUMO level (alpha / beta): 0.125 / -0.213 eV
* relative energy (zero: lowest compared OMol25 entry of this formula, charge and spin): 0.00 kcal/mol
* spin multiplicity: 2
* calculated total energy: -318.8041 Eh
* HOMO (alpha / beta): -9.2 / -9.0 eV
* total charge: 0
* molecular weight: 88.92 g/mol
* ⟨S²⟩: 0.753

=====

5.
A molecular structure, C2H3LiLuO2 in a non-equilibrium geometry, computed with the ωB97M-V functional and the def2-TZVPD basis.

Structure (XYZ):
```
9
Properties=species:S:1:pos:R:3
O -2.550 -0.151 0.124
C -1.350 -0.025 -0.327
C -0.498 -1.235 -0.125
O 0.806 -0.818 0.094
H -0.586 -1.822 -1.067
H -0.918 -1.892 0.667
Li 2.216 -1.635 0.745
Lu 0.926 1.529 0.385
H -2.909 0.722 0.510
```

Output
* largest force on an atom: 2.3 eV/A
* Kohn-Sham gap: 6.1828 eV
* LUMO level: -4.144 eV
* relative energy (zero: lowest compared OMol25 entry of this formula, charge and spin): 79.13 kcal/mol
* spin multiplicity: 1
* calculated total energy: -1471.1865 Eh
* HOMO: -10.3 eV
* total charge: +1
* molecular weight: 240.95 g/mol

=====

6.
A molecular structure, C2H3MnO2 in a non-equilibrium geometry, computed with the ωB97M-V functional and the def2-TZVPD basis.

Structure (XYZ):
```
8
Properties=species:S:1:pos:R:3
O -0.781 0.104 -0.137
C 0.816 -0.661 1.083
C 0.522 0.144 -0.056
H 0.391 -1.663 1.139
H 1.560 -0.315 1.797
H 1.035 1.082 -0.277
Mn -2.543 0.477 -2.255
O -0.999 0.831 -1.295
```

Output
* largest force on an atom: 5.3 eV/A
* Kohn-Sham gap (alpha / beta): 8.0766 / 9.1688 eV
* LUMO level (alpha / beta): -11.358 / -11.664 eV
* relative energy (zero: lowest compared OMol25 entry of this formula, charge and spin): 66.31 kcal/mol
* spin multiplicity: 7
* calculated total energy: -1378.5325 Eh
* HOMO (alpha / beta): -19.4 / -20.8 eV
* total charge: +2
* molecular weight: 113.98 g/mol
* ⟨S²⟩: 12.013

=====

7.
2 unconnected molecules or ions with the total composition C2H3N in a non-equilibrium geometry, computed with the ωB97M-V functional and the def2-TZVPD basis.

Structure (XYZ):
```
6
Properties=species:S:1:pos:R:3
C -0.793 -0.596 0.334
C 0.455 -0.138 -0.272
N -1.737 -0.941 0.903
H 1.341 -0.153 0.250
H 0.371 1.639 0.021
H 0.363 0.188 -1.237
```

Output
* largest force on an atom: 6.0 eV/A
* Kohn-Sham gap: 9.6876 eV
* LUMO level: -0.827 eV
* relative energy (zero: lowest compared OMol25 entry of this formula, charge and spin): 76.08 kcal/mol
* spin multiplicity: 1
* calculated total energy: -132.6305 Eh
* HOMO: -10.5 eV
* total charge: 0
* molecular weight: 41.05 g/mol

=====

8.
2 unconnected molecules or ions with the total composition C2H3N in a non-equilibrium geometry, computed with the ωB97M-V functional and the def2-TZVPD basis.

Structure (XYZ):
```
6
Properties=species:S:1:pos:R:3
C 1.792 0.067 0.001
C 0.367 0.385 -0.008
N 2.925 -0.184 -0.012
H -0.255 0.672 0.771
H 0.123 -1.432 0.173
H -0.017 0.351 -0.975
```

Output
* largest force on an atom: 6.5 eV/A
* Kohn-Sham gap: 9.4385 eV
* LUMO level: -0.876 eV
* relative energy (zero: lowest compared OMol25 entry of this formula, charge and spin): 79.05 kcal/mol
* spin multiplicity: 1
* calculated total energy: -132.6257 Eh
* HOMO: -10.3 eV
* total charge: 0
* molecular weight: 41.05 g/mol

=====

9.
A molecular structure, C2H3N2O2 in a non-equilibrium geometry, computed with the ωB97M-V functional and the def2-TZVPD basis.

Structure (XYZ):
```
9
Properties=species:S:1:pos:R:3
C -0.879 1.090 -1.219
C -0.354 0.673 -0.098
N 0.422 -1.062 -0.153
N 0.935 -1.321 0.973
O 1.565 -2.406 1.028
O 0.848 -0.594 1.986
H -1.395 2.042 -1.289
H -0.810 0.509 -2.123
H -0.332 1.068 0.895
```

Output
* largest force on an atom: 5.5 eV/A
* Kohn-Sham gap: 8.0628 eV
* LUMO level: 4.135 eV
* relative energy (zero: lowest compared OMol25 entry of this formula, charge and spin): 98.88 kcal/mol
* spin multiplicity: 1
* calculated total energy: -337.8518 Eh
* HOMO: -3.9 eV
* total charge: -1
* molecular weight: 87.06 g/mol

=====

10.
A gas-phase ion, C2H3N2O2 (charge +1) in a non-equilibrium geometry, computed with the ωB97M-V functional and the def2-TZVPD basis.

Structure (XYZ):
```
9
Properties=species:S:1:pos:R:3
O 0.120 1.892 -0.447
C -0.059 1.184 0.487
C -0.739 0.000 -0.060
N -0.084 -1.099 -0.459
N 1.316 -1.355 -0.191
O 1.730 -0.600 0.592
H 0.091 1.467 1.549
H -1.817 0.233 -0.331
H -0.559 -1.723 -1.139
```

Output
* largest force on an atom: 4.5 eV/A
* Kohn-Sham gap: 9.0092 eV
* LUMO level: -7.454 eV
* relative energy (zero: lowest compared OMol25 entry of this formula, charge and spin): 111.01 kcal/mol
* spin multiplicity: 1
* calculated total energy: -337.5613 Eh
* SMILES: O=C/C=[NH+]\N=O
* HOMO: -16.5 eV
* total charge: +1
* molecular weight: 87.06 g/mol

=====

11.
2 unconnected molecules or ions with the total composition C2H3N2O2 in a non-equilibrium geometry, computed with the ωB97M-V functional and the def2-TZVPD basis.

Structure (XYZ):
```
9
Properties=species:S:1:pos:R:3
C 1.371 -1.801 0.185
C -1.806 0.925 0.119
N 2.100 -0.898 0.040
N -0.727 0.539 -0.447
O -1.990 2.087 -0.405
O 2.868 -0.030 -0.121
H 0.632 -2.556 0.488
H -2.267 0.432 0.900
H -0.180 1.302 -0.760
```

Output
* largest force on an atom: 3.5 eV/A
* Kohn-Sham gap (alpha / beta): 8.5694 / 4.8822 eV
* LUMO level (alpha / beta): -6.960 / -10.066 eV
* relative energy (zero: lowest compared OMol25 entry of this formula, charge and spin): 203.20 kcal/mol
* spin multiplicity: 1
* calculated total energy: -337.4144 Eh
* HOMO (alpha / beta): -15.5 / -14.9 eV
* total charge: +1
* molecular weight: 87.06 g/mol

=====

12.
A gas-phase ion, C2H3N2O2 (charge +1) in a non-equilibrium geometry, computed with the ωB97M-V functional and the def2-TZVPD basis.

Structure (XYZ):
```
9
Properties=species:S:1:pos:R:3
C 0.312 -0.792 1.195
C 0.778 -0.027 0.066
N -1.443 -0.089 -0.233
N -0.400 0.610 -0.560
O -2.594 -0.096 -0.434
O -0.465 1.505 -1.419
H 1.030 -1.215 1.918
H 1.632 0.636 0.343
H 1.148 -0.530 -0.875
```

Output
* largest force on an atom: 4.7 eV/A
* Kohn-Sham gap (alpha / beta): 7.6809 / 7.2881 eV
* LUMO level (alpha / beta): -7.935 / -8.189 eV
* relative energy (zero: lowest compared OMol25 entry of this formula, charge and spin): 259.86 kcal/mol
* spin multiplicity: 1
* calculated total energy: -337.3241 Eh
* HOMO (alpha / beta): -15.6 / -15.5 eV
* total charge: +1
* molecular weight: 87.06 g/mol

=====

Repeat the eleventh record exactly.
2 unconnected molecules or ions with the total composition C2H3N2O2 in a non-equilibrium geometry, computed with the ωB97M-V functional and the def2-TZVPD basis.

Structure (XYZ):
```
9
Properties=species:S:1:pos:R:3
C 1.371 -1.801 0.185
C -1.806 0.925 0.119
N 2.100 -0.898 0.040
N -0.727 0.539 -0.447
O -1.990 2.087 -0.405
O 2.868 -0.030 -0.121
H 0.632 -2.556 0.488
H -2.267 0.432 0.900
H -0.180 1.302 -0.760
```

Output
* largest force on an atom: 3.5 eV/A
* Kohn-Sham gap (alpha / beta): 8.5694 / 4.8822 eV
* LUMO level (alpha / beta): -6.960 / -10.066 eV
* relative energy (zero: lowest compared OMol25 entry of this formula, charge and spin): 203.20 kcal/mol
* spin multiplicity: 1
* calculated total energy: -337.4144 Eh
* HOMO (alpha / beta): -15.5 / -14.9 eV
* total charge: +1
* molecular weight: 87.06 g/mol

=====

> The lowest largest force on an atom belongs to which entry?

C2H3Li2O3

=====

> The highest spin multiplicity belongs to which entry?

C2H3MnO2

=====

> Which of these has the highest molecular weight?

C2H3LiLuO2